1.
Entry from the OMol25 dataset: a 2-piece molecular cluster, C3H3P overall (ωB97M-V with the def2-TZVPD basis set).

## Properties
**Electronic energy**: -457.1724 a.u.
**Energy above the lowest of the compared OMol25 structures with the same formula, charge and spin**: 4.695 eV
**HOMO energy**: -8.98 eV
**LUMO**: -2.9519 eV

ORCA input file:
```
! RIJCOSX wB97M-V def2-TZVPD def2/J DEFGRID3
* xyz 0 1
C -1.43608 -0.40687 -2.69900
C -0.63601 0.16160 -2.01239
C 1.33317 0.55779 1.04403
P 2.20184 0.75012 -0.38688
H -2.23532 -1.06811 -2.99140
H 1.86147 0.47990 1.93201
H 0.33604 0.19224 0.74514
*
```


2.
Entry from the OMol25 dataset: one molecule with the formula C3H3P3 (ωB97M-V with the def2-TZVPD basis set).

## Properties
**Electronic energy**: -1140.0434 a.u.
**Energy above the lowest of the compared OMol25 structures with the same formula, charge and spin**: 1.259 eV
**HOMO energy (spin up / spin down)**: -8.43 / -8.26 eV
**SMILES**: [H]/P=C1/C=PC=P1
**LUMO (spin up / spin down)**: -1.9562 / -2.2515 eV

ORCA input file:
```
! RIJCOSX wB97M-V def2-TZVPD def2/J DEFGRID3
* xyz 0 1
H 0.08413 -1.55457 2.22894
P 1.12621 -0.70032 2.17598
C 0.45707 -0.10013 0.69821
C 0.89254 0.80301 -0.20539
P -0.01650 1.17380 -1.65042
C -1.31080 0.08410 -1.34966
P -1.16968 -0.85054 0.34980
H 1.96248 1.30541 -0.15321
H -2.02545 -0.16077 -2.09427
*
```


3.
Entry from the OMol25 dataset: a 2-piece molecular cluster, C3H4 overall (ωB97M-V with the def2-TZVPD basis set).

## Properties
**Electronic energy**: -116.5144 a.u.
**Energy above the lowest of the compared OMol25 structures with the same formula, charge and spin**: 3.333 eV
**HOMO energy**: -8.67 eV
**LUMO**: 1.1831 eV

ORCA input file:
```
! RIJCOSX wB97M-V def2-TZVPD def2/J DEFGRID3
* xyz 0 1
C -0.66167 -0.69158 -0.01280
C -0.62932 0.61041 0.00535
C 0.66491 -0.03992 -0.25835
H -1.24967 -1.63510 0.08398
H -1.01265 1.52377 0.22673
H 1.62963 0.25919 1.10962
H 1.25877 -0.02676 -1.15453
*
```


4.
Entry from the OMol25 dataset: one molecule with the formula C3H4 (ωB97M-V with the def2-TZVPD basis set).

## Properties
**Electronic energy**: -116.4742 a.u.
**Energy above the lowest of the compared OMol25 structures with the same formula, charge and spin**: 4.426 eV
**HOMO energy**: -10.54 eV
**LUMO**: -0.2149 eV

ORCA input file:
```
! RIJCOSX wB97M-V def2-TZVPD def2/J DEFGRID3
* xyz 0 1
C 0.40034 -0.40877 -0.35598
C -1.65744 0.61178 0.45552
C -0.45645 0.63127 0.77138
H 0.54033 0.00069 -1.25070
H 0.39429 1.19363 1.21985
H 1.00708 -0.95123 0.01808
H -0.22815 -1.07738 -0.85814
*
```